Entry 1:
ORCA calculation (ωB97M-V with the def2-TZVPD basis set) on a cluster of 8 separate species, C24H66O26P6 in total in a non-equilibrium geometry.

Results
LUMO energy	0.34	eV
multiplicity	1
relative energy (zero: lowest compared OMol25 entry of this formula, charge and spin)	0.0	kJ/mol
E_tot	-134925.3197	eV
SMILES	COP(=O)(OC)OC.COP(=O)(OC)OC.COP(=O)(OC)OC.COP(=O)(OC)OC.COP(=O)(OC)OC.COP(=O)(OC)OC.CC(C)=O.CC(C)=O

Positions of all 122 atoms, in Å:
1 C -4.25419 6.15968 0.09229
2 O -3.87919 5.21368 -0.84071
3 P -2.44319 4.44568 -0.74471
4 O -2.45819 3.60968 0.48129
5 O -2.18019 3.52268 -2.09071
6 C -1.33919 2.43068 -1.92871
7 O -1.23519 5.54568 -0.43971
8 C -0.56419 5.62268 0.75729
9 H -5.40119 6.43868 0.01129
10 H -3.77619 7.14568 0.00129
11 H -3.84119 5.95968 1.08729
12 H -0.27319 2.61468 -1.62271
13 H -1.35519 1.86768 -2.87671
14 H -1.57919 1.64768 -1.15771
15 H -1.45119 5.61268 1.49329
16 H -0.11919 6.52668 0.76729
17 H 0.12581 4.73368 1.09929
18 C -4.10619 -3.86632 -1.33971
19 O -2.96319 -3.52432 -0.68471
20 P -2.60619 -4.31032 0.63929
21 O -3.71819 -4.82332 1.45729
22 O -1.74619 -5.51132 0.07429
23 C -0.66119 -5.27132 -0.79171
24 O -1.55419 -3.39432 1.50629
25 C -1.59519 -3.49732 2.93829
26 H -5.00519 -3.38432 -0.78371
27 H -4.18419 -4.85232 -1.30671
28 H -4.23819 -3.47632 -2.44471
29 H -0.84219 -5.02132 -1.89171
30 H 0.07781 -6.02632 -0.81671
31 H -0.07719 -4.21732 -0.96071
32 H -2.50619 -3.01532 3.15029
33 H -0.76019 -2.99232 3.42429
34 H -1.54119 -4.54132 3.20629
35 C 4.46081 2.30468 0.35729
36 O 4.32881 2.54468 -1.15371
37 P 2.90381 2.85168 -1.75071
38 O 1.91481 1.86568 -1.39071
39 O 2.28381 4.31268 -1.20171
40 C 1.63681 5.15368 -2.11871
41 O 3.12081 2.82168 -3.36771
42 C 2.49081 1.72268 -4.12671
43 H 3.42681 1.98568 0.71829
44 H 4.71381 3.21968 0.90129
45 H 5.18581 1.43168 0.43329
46 H 1.04181 5.91568 -1.42071
47 H 0.77281 4.81668 -2.63271
48 H 2.34481 5.37268 -2.92071
49 H 2.46981 1.93168 -5.20171
50 H 1.44281 1.75468 -3.85771
51 H 2.86281 0.76668 -3.76671
52 C -2.86719 -0.31632 1.81929
53 O -1.96919 0.85668 1.70329
54 P -1.46719 1.78168 2.86329
55 O -0.99219 0.77968 3.87229
56 O -0.13519 2.59168 2.58629
57 C 0.92281 2.01468 1.83629
58 O -2.58219 2.68768 3.61129
59 C -2.80819 2.63468 5.01629
60 H -2.20319 -1.05432 2.09829
61 H -3.22619 -0.60832 0.96229
62 H -3.71319 0.02468 2.57229
63 H 1.36781 1.08568 2.39729
64 H 1.66381 2.76568 1.69129
65 H 0.45181 1.77068 0.79229
66 H -2.87019 1.61768 5.36229
67 H -3.69419 3.21368 5.40529
68 H -2.03019 3.15968 5.50229
69 C 4.46181 -0.87132 -1.03371
70 O 3.23381 -0.54532 -1.66871
71 P 1.76781 -1.06632 -1.18071
72 O 1.89681 -2.51832 -1.09571
73 O 1.49981 -0.71932 0.39629
74 C 0.69781 -1.46532 1.14829
75 O 0.57181 -0.66132 -2.16771
76 C -0.47019 -1.58732 -2.51171
77 H 4.63081 -2.01632 -1.16771
78 H 4.16081 -0.56532 0.05729
79 H 5.27881 -0.45832 -1.41771
80 H 0.70881 -1.09232 2.11429
81 H 0.97481 -2.45432 0.91729
82 H -0.32419 -1.21432 0.64929
83 H -1.34919 -0.99932 -2.87371
84 H -0.65719 -2.24032 -1.55271
85 H -0.29619 -2.35732 -3.21571
86 C 2.27081 -2.20832 4.74829
87 O 1.38881 -1.04332 4.97829
88 P 0.24781 -1.06932 6.04429
89 O 0.70781 -1.79032 7.26029
90 O -0.01219 0.37968 6.70229
91 C 0.80281 1.40068 6.38129
92 O -0.98519 -1.94532 5.50829
93 C -2.12719 -2.22232 6.30629
94 H 2.87881 -1.84532 3.96629
95 H 1.80281 -3.12232 4.61929
96 H 2.78281 -2.56732 5.51629
97 H 0.82981 1.80968 5.28829
98 H 1.74881 1.16368 6.62429
99 H 0.54281 2.16868 7.08629
100 H -2.89319 -2.75732 5.63029
101 H -2.63419 -1.12232 6.65829
102 H -2.06919 -2.84432 7.08029
103 C 2.53881 -4.25832 -3.78671
104 C 2.91481 -2.87532 -4.40471
105 C 4.40781 -2.55932 -4.37271
106 O 2.00081 -2.19232 -4.73371
107 H 2.80581 -4.32632 -2.74671
108 H 2.77181 -4.96632 -4.58971
109 H 1.43281 -4.44132 -3.75571
110 H 4.88781 -3.24832 -5.11371
111 H 4.85081 -2.60832 -3.25471
112 H 4.70881 -1.49532 -4.76071
113 C -1.38419 -2.10232 -6.73471
114 C -1.77619 -1.08632 -5.75271
115 C -0.80219 0.20468 -5.62471
116 O -2.82419 -1.26332 -5.09971
117 H -0.34419 -2.45832 -6.51971
118 H -1.22019 -1.86432 -7.87471
119 H -2.41819 -2.78632 -6.61771
120 H -0.70319 0.69668 -6.53271
121 H 0.24881 0.06768 -5.47371
122 H -1.36419 0.86068 -5.10271

---

Entry 2:
ORCA calculation (ωB97M-V with the def2-TZVPD basis set) on a cluster of 9 separate species, C24H67F3N11O11S in total in a non-equilibrium geometry.

Results
LUMO energy	1.90	eV
multiplicity	1
relative energy (zero: lowest compared OMol25 entry of this formula, charge and spin)	608.6	kJ/mol
net charge	-1
E_tot	-83873.8365	eV

Positions of all 117 atoms, in Å:
1 C 15.04494 -3.69072 13.45914
2 F 16.35913 -3.72057 13.07505
3 F 15.02775 -2.59703 14.22285
4 F 14.20605 -3.60084 12.44893
5 S 14.57960 -5.13954 14.57562
6 O 14.85706 -6.26750 13.70025
7 O 15.53722 -5.09269 15.72585
8 O 13.14655 -4.99887 14.96579
9 C 20.16576 -3.48067 19.10878
10 O 21.30719 -3.09927 19.38828
11 N 19.85198 -4.72710 18.74647
12 N 19.08751 -2.76696 19.06167
13 H 20.61235 -5.38847 18.81389
14 H 18.90141 -4.85966 18.43193
15 H 18.22737 -3.12516 18.67186
16 H 19.25832 -1.78177 18.91907
17 C 19.75374 -11.18082 10.82975
18 O 19.99448 -10.30998 9.99165
19 N 19.05144 -11.04324 11.85968
20 N 20.41887 -12.30986 10.89029
21 H 18.94168 -11.85245 12.45402
22 H 18.38324 -10.28949 11.93372
23 H 21.10196 -12.43378 10.15672
24 H 20.48822 -12.93746 11.67858
25 C 7.13391 -2.66311 15.77952
26 O 6.29566 -1.83009 15.49707
27 N 7.26003 -3.36036 16.82367
28 N 8.16612 -3.01541 15.03481
29 H 7.91555 -4.11877 16.94686
30 H 6.65976 -3.31509 17.63467
31 H 8.25017 -2.48065 14.18213
32 H 8.99344 -3.39861 15.46933
33 C 23.90369 0.12620 8.93732
34 C 22.97711 1.13619 9.63462
35 C 23.33919 1.21861 11.13385
36 O 22.38873 1.96260 11.93609
37 C 21.26341 1.19559 12.40014
38 N 23.13261 2.42917 8.95460
39 H 24.12847 -0.76950 9.51636
40 H 24.88694 0.46494 8.61088
41 H 23.32431 -0.34253 8.14189
42 H 21.96444 0.74859 9.52343
43 H 24.30459 1.72405 11.15890
44 H 23.49306 0.23115 11.56899
45 H 20.51867 1.89211 12.78524
46 H 21.61680 0.49325 13.15507
47 H 20.89193 0.62805 11.54691
48 H 23.66931 2.40287 8.09941
49 H 23.48540 3.14138 9.57782
50 C 15.97330 0.44031 6.46177
51 C 14.83572 1.33599 6.81563
52 C 14.90458 1.80881 8.26578
53 O 13.71443 2.47136 8.76258
54 C 13.64240 2.89127 10.09532
55 N 14.85708 2.41647 5.88740
56 H 16.00299 0.03761 5.44933
57 H 15.95060 -0.45498 7.08309
58 H 16.93107 0.93677 6.61769
59 H 13.88946 0.86241 6.55403
60 H 15.62332 2.62060 8.37755
61 H 15.39553 1.19698 9.02257
62 H 12.67885 3.35011 10.31703
63 H 14.32848 3.73492 10.17047
64 H 14.05853 2.17693 10.80571
65 H 14.44945 3.18779 6.39634
66 H 14.25739 2.27091 5.08783
67 C 14.08112 -7.67226 6.38307
68 C 14.09473 -6.41664 5.53874
69 C 13.66722 -6.61725 4.02270
70 O 14.16228 -5.41886 3.33588
71 C 13.96450 -5.43251 1.88872
72 N 13.21316 -5.42673 6.15656
73 H 13.08732 -8.04734 6.62757
74 H 14.64596 -7.56398 7.30899
75 H 14.57500 -8.50970 5.89026
76 H 15.09170 -5.97599 5.53930
77 H 12.58534 -6.67316 3.90222
78 H 14.26627 -7.46119 3.68065
79 H 13.91395 -6.46775 1.55134
80 H 14.72239 -4.90972 1.30529
81 H 13.04663 -4.90786 1.62348
82 H 13.13110 -4.58284 5.60774
83 H 13.61151 -5.01655 6.98914
84 C 12.90313 -2.38765 21.12620
85 C 13.44038 -2.54429 22.53908
86 C 13.81671 -4.05421 22.84663
87 O 14.24819 -4.14873 24.22507
88 C 14.47698 -5.44975 24.83148
89 N 14.60058 -1.59312 22.51665
90 H 12.28990 -3.26087 20.90359
91 H 13.67613 -2.42313 20.35853
92 H 12.33467 -1.47509 20.94681
93 H 12.66267 -2.19352 23.21748
94 H 14.63277 -4.38497 22.20418
95 H 12.94442 -4.69503 22.71800
96 H 13.56305 -6.04345 24.81217
97 H 14.77363 -5.28129 25.86671
98 H 15.31953 -5.89376 24.30135
99 H 15.00194 -1.40630 23.42445
100 H 15.33976 -1.82927 21.87018
101 C 15.93406 -10.82358 20.07195
102 C 15.65063 -12.15373 19.41605
103 C 14.56032 -12.01723 18.28432
104 O 13.35579 -11.48239 18.87231
105 C 13.24195 -10.07098 18.56272
106 N 16.89886 -12.75770 18.89966
107 H 16.14324 -9.96519 19.43357
108 H 16.68798 -10.90788 20.85464
109 H 15.09977 -10.58040 20.72991
110 H 15.18190 -12.78082 20.17445
111 H 14.37036 -13.01058 17.87778
112 H 14.99166 -11.37659 17.51513
113 H 12.29336 -9.66007 18.90829
114 H 13.11786 -10.01916 17.48104
115 H 14.10124 -9.45295 18.82303
116 H 16.61393 -13.49650 18.27269
117 H 17.46635 -12.09339 18.39295

---

Entry 3:
ORCA calculation (ωB97M-V with the def2-TZVPD basis set) on a cluster of 7 separate species, C24H68N6O7 in total in a non-equilibrium geometry.

Results
LUMO energy (alpha / beta)	-2.27 / -8.17	eV
multiplicity	2
relative energy (zero: lowest compared OMol25 entry of this formula, charge and spin)	0.0	kJ/mol
net charge	+1
E_tot	-49250.3477	eV
⟨S²⟩	0.7573

Positions of all 105 atoms, in Å:
1 C -22.11314 -28.04497 -25.02109
2 C -20.61744 -27.65496 -25.01833
3 C -20.03569 -27.45920 -26.38897
4 O -18.62929 -27.33425 -26.23279
5 C -17.93793 -27.41662 -27.45383
6 N -20.42804 -26.43647 -24.27130
7 H -22.49890 -28.04936 -24.00165
8 H -22.31104 -28.97819 -25.54838
9 H -22.60618 -27.24676 -25.57595
10 H -20.07329 -28.41538 -24.45817
11 H -20.38644 -26.52815 -26.83421
12 H -20.26191 -28.30426 -27.03920
13 H -17.95700 -26.40211 -27.85198
14 H -18.29881 -28.13484 -28.19005
15 H -16.85048 -27.48559 -27.42564
16 H -19.43012 -26.35868 -24.13633
17 H -20.74383 -26.62185 -23.33001
18 C -22.42743 -33.59765 -30.83435
19 C -22.77495 -33.94179 -29.36108
20 C -23.64709 -32.82166 -28.73596
21 O -23.56087 -32.96547 -27.34358
22 C -24.28341 -32.00234 -26.65545
23 N -23.43643 -35.19167 -29.28899
24 H -21.90073 -34.40664 -31.34054
25 H -21.86947 -32.66662 -30.93417
26 H -23.34300 -33.29600 -31.34311
27 H -21.85554 -34.18530 -28.82864
28 H -24.70535 -32.83318 -28.99682
29 H -23.29001 -31.82990 -29.01346
30 H -23.86112 -31.01289 -26.83083
31 H -24.19683 -32.12569 -25.57592
32 H -25.32275 -31.93102 -26.97606
33 H -23.71359 -35.11078 -28.32114
34 H -24.38375 -35.17408 -29.63881
35 C -20.07612 -31.87495 -26.98215
36 C -18.66383 -32.38813 -27.52596
37 C -17.67599 -31.21398 -27.54872
38 O -16.36073 -31.66683 -27.82108
39 C -15.43071 -30.61381 -28.08249
40 N -18.32710 -33.44223 -26.63448
41 H -20.04562 -31.77999 -25.89672
42 H -20.85795 -32.55515 -27.32004
43 H -20.30299 -30.87748 -27.35856
44 H -18.69096 -32.75503 -28.55199
45 H -17.68956 -30.68799 -26.59413
46 H -18.04501 -30.56607 -28.34378
47 H -15.70335 -29.69455 -27.56411
48 H -15.45979 -30.39392 -29.14969
49 H -14.44773 -30.87899 -27.69323
50 H -18.21721 -33.04234 -25.71354
51 H -17.35939 -33.67788 -26.80210
52 C -11.86377 -29.87197 -26.00131
53 C -11.21402 -30.40669 -27.30378
54 C -11.29205 -29.49692 -28.50284
55 O -12.63966 -29.49995 -29.05772
56 C -12.77011 -28.87613 -30.33893
57 N -9.84436 -30.82567 -26.95834
58 H -11.47097 -28.90702 -25.68088
59 H -11.67958 -30.52655 -25.14943
60 H -12.92744 -29.64889 -26.08468
61 H -11.72346 -31.31207 -27.63373
62 H -10.67487 -29.83314 -29.33599
63 H -10.94459 -28.49700 -28.24298
64 H -13.79195 -28.60443 -30.60374
65 H -12.34739 -29.46415 -31.15357
66 H -12.13969 -27.99073 -30.42097
67 H -9.19973 -30.11181 -27.26649
68 H -9.72455 -30.65708 -25.96975
69 C -14.96454 -33.83664 -25.60091
70 C -15.31501 -34.28215 -24.18589
71 C -16.13809 -33.22207 -23.37989
72 O -17.37606 -33.07311 -24.05883
73 C -18.24235 -32.19591 -23.30711
74 N -16.01796 -35.53411 -24.14412
75 H -14.20968 -33.05057 -25.62045
76 H -15.83209 -33.40205 -26.09748
77 H -14.67660 -34.65174 -26.26485
78 H -14.35019 -34.34028 -23.68205
79 H -15.48493 -32.35068 -23.33321
80 H -16.26716 -33.63576 -22.37974
81 H -18.58984 -32.63376 -22.37135
82 H -19.15552 -31.87470 -23.80816
83 H -17.63558 -31.32790 -23.04926
84 H -16.97032 -35.21323 -24.24490
85 H -15.87576 -36.11260 -24.95974
86 C -15.86579 -36.06186 -29.23154
87 C -16.98187 -36.93735 -28.63258
88 C -17.14307 -37.02298 -27.05281
89 O -15.88208 -37.36704 -26.42547
90 C -15.35478 -38.64244 -26.57996
91 N -18.25739 -36.59256 -29.21650
92 H -14.84906 -36.44191 -29.13194
93 H -15.95892 -35.00324 -28.98913
94 H -15.92834 -36.13434 -30.31733
95 H -16.78630 -37.95677 -28.96521
96 H -18.00971 -37.57023 -26.68191
97 H -17.33045 -36.00593 -26.70843
98 H -14.99301 -38.79547 -27.59672
99 H -15.98142 -39.48117 -26.27675
100 H -14.45262 -38.71997 -25.97317
101 H -18.64502 -35.73443 -28.85119
102 H -18.93907 -37.28252 -28.93475
103 O -19.93414 -35.70054 -26.07485
104 H -19.42319 -35.02455 -26.52005
105 H -19.67844 -35.62803 -25.15529